No. 1
A single C5H8N2O molecule, computed with ωB97M-V/def2-TZVPD.

The geometry in XYZ format:
```
16
Properties=species:S:1:pos:R:3:lowdin_charge:R:1
H -0.44 2.35 -0.47 0.164
C 2.33 -0.32 -0.60 -0.182
H -1.34 1.61 0.79 0.095
O 3.13 0.42 0.10 -0.023
N -1.51 0.29 -0.61 -0.083
C -1.21 -1.01 0.07 -0.118
H -1.93 -1.19 0.87 0.109
H 2.46 -1.35 -1.10 0.150
H -2.52 0.52 -0.81 0.157
H 0.53 -1.44 1.24 0.134
C 0.43 0.61 0.39 -0.252
C 0.21 -0.82 0.48 -0.186
N 0.90 -0.21 -0.65 0.017
H 1.26 1.05 1.04 0.170
H -1.47 -1.79 -0.66 0.118
C -0.83 1.30 -0.09 -0.270
```

Results
Total charge: 0
Strongest force on any atom (eV Å⁻¹): 7.18
Gap between HOMO and LUMO (eV): 9.1872
SMILES: O=CN1[C@@H]2CNC[C@@H]21
E_HOMO (eV): -8.37
LUMO level (hartree): 0.030

No. 2
A single CH4N2S2 molecule, computed with ωB97M-V/def2-TZVPD.

The geometry in XYZ format:
```
9
Properties=species:S:1:pos:R:3:lowdin_charge:R:1
S -1.23 -1.54 0.11 0.764
H 0.76 -1.31 -0.81 0.028
H -1.30 2.15 -0.06 0.099
H 1.10 -1.53 0.80 0.062
N -1.07 1.14 -0.12 -0.084
C -1.97 0.16 -0.17 -1.285
S -3.56 0.25 -0.05 0.699
N 0.43 -1.13 0.13 -0.386
H -0.05 0.69 -0.06 0.104
```

Results
Total charge: 0
Strongest force on any atom (eV Å⁻¹): 4.27
Gap between HOMO and LUMO (spin up / spin down) (eV): 5.4469 / 6.5528
Multiplicity: 3
E_HOMO (spin up / spin down) (eV): -4.95 / -8.98
LUMO level (spin up / spin down) (hartree): 0.018 / -0.089

No. 3
2 unconnected molecules or ions with the total composition C2HBrClF, computed with ωB97M-V/def2-TZVPD.

The geometry in XYZ format:
```
6
Properties=species:S:1:pos:R:3:lowdin_charge:R:1
Br -2.42 -0.11 -0.08 0.758
Cl 0.96 3.00 0.19 0.745
F 2.54 0.50 -0.28 -0.146
H 2.49 1.33 0.23 0.036
C -1.10 1.12 -0.22 -0.694
C -0.13 1.77 0.09 -0.699
```

Results
Total charge: 0
Strongest force on any atom (eV Å⁻¹): 2.59
Gap between HOMO and LUMO (eV): 10.3428
SMILES: ClC#CBr.F
E_HOMO (eV): -9.91
LUMO level (hartree): 0.016

No. 4
2 unconnected molecules or ions with the total composition C5H13NO2, computed with ωB97M-V/def2-TZVPD.

The geometry in XYZ format:
```
21
Properties=species:S:1:pos:R:3:lowdin_charge:R:1
C -0.20 1.61 -1.69 -0.120
H 1.33 2.87 -0.26 0.090
C -0.33 0.14 0.39 -0.434
C 0.91 2.22 0.56 -0.051
H 1.21 0.08 1.82 0.101
O -1.97 -2.78 -1.17 -0.144
H 1.19 -2.86 1.45 0.099
H -1.45 -2.89 -0.32 0.011
C 0.39 -0.54 1.44 -0.193
H 0.06 2.80 0.91 0.077
H -0.89 2.51 -1.93 0.109
H 1.59 -1.61 0.08 0.149
H -2.38 -1.81 -1.13 0.083
H -0.28 -0.72 2.24 0.104
O -1.33 -0.34 -0.08 0.044
H 0.61 1.46 -2.43 0.090
C 0.73 -1.94 0.93 -0.073
H -0.13 -2.37 0.36 0.029
N 0.29 1.23 -0.41 -0.160
H 1.66 2.00 1.35 0.090
H -1.02 0.93 -2.12 0.099
```

Results
Total charge: 0
Strongest force on any atom (eV Å⁻¹): 5.90
Gap between HOMO and LUMO (eV): 9.9254
SMILES: CCC(=O)N(C)C.O
E_HOMO (eV): -9.18
LUMO level (hartree): 0.027

No. 5
2 unconnected molecules or ions with the total composition C3H7O2S, computed with ωB97M-V/def2-TZVPD.

The geometry in XYZ format:
```
13
Properties=species:S:1:pos:R:3:lowdin_charge:R:1
O 1.15 0.19 -2.41 -0.178
C 0.31 -0.63 -2.90 -0.709
H 1.11 1.66 1.66 0.052
O -0.91 -0.69 -2.76 -0.141
C 0.71 0.70 1.93 -0.164
H 0.66 -1.45 -3.63 0.083
H -0.38 0.80 0.05 0.082
S -1.89 -0.75 1.42 0.588
H 1.52 0.06 2.24 0.054
H 0.38 0.94 2.92 0.038
H 0.20 -0.61 0.22 0.014
H -2.60 -0.28 0.38 -0.165
C -0.26 0.06 0.89 -0.555
```

Results
Total charge: -1
Strongest force on any atom (eV Å⁻¹): 2.22
Gap between HOMO and LUMO (eV): 7.3857
E_HOMO (eV): -4.08
LUMO level (hartree): 0.122

No. 6
2 unconnected molecules or ions with the total composition C5H15NO, computed with ωB97M-V/def2-TZVPD.

The geometry in XYZ format:
```
22
Properties=species:S:1:pos:R:3:lowdin_charge:R:1
N 0.14 -0.33 1.45 -0.140
C -1.13 -0.78 2.00 -0.145
C -0.49 1.06 -1.92 -0.276
H 0.32 0.60 -2.48 0.100
H 3.54 -3.62 1.38 0.046
H 0.47 0.58 1.72 0.099
H 0.84 2.71 -1.32 0.068
H 1.20 0.14 -0.31 0.113
H -1.02 -0.97 3.06 0.071
C -0.22 2.50 -1.49 -0.111
C 0.29 -0.37 0.00 -0.242
C -0.96 0.17 -0.77 -0.201
H -1.57 -0.70 -1.05 0.106
H -0.59 3.16 -2.27 0.066
H -2.04 -0.19 1.82 0.071
H 2.22 -2.73 1.10 0.018
H 0.47 -1.41 -0.30 0.103
H -1.55 0.76 -0.08 0.085
H -1.25 -1.76 1.53 0.082
H -0.61 2.76 -0.50 0.070
H -1.23 1.15 -2.73 0.099
O 3.18 -2.74 1.17 -0.080
```

Results
Total charge: 0
Strongest force on any atom (eV Å⁻¹): 1.73
Gap between HOMO and LUMO (eV): 9.5315
SMILES: CCCCNC.O
E_HOMO (eV): -8.57
LUMO level (hartree): 0.036

Which value of total charge does entry 3 give?
0

Look up the strongest force on any atom of the second one.
4.27 eV Å⁻¹